[1]
30
Properties=species:S:1:pos:R:3:lowdin_charge:R:1 method="wB97M-V/def2-TZVPD" max_force_ev_per_a=0.99 lumo_ev=0.26 spin_multiplicity=1 smiles=ClCCl.ClCCl.ClCCl.ClCCl.ClCCl.ClCCl de_lowest_kcal_mol=6.7 e_tot_ha=-5758.093318
Cl 3.11340 -2.87782 4.03688 0.499
C -5.12621 -0.24389 -1.33390 -1.023
H -5.65359 -1.03736 -0.81862 0.019
Cl -1.34121 4.16034 -3.04138 0.520
Cl -6.18333 0.15482 -2.72967 0.479
Cl 0.75866 2.85631 5.61678 0.507
H 3.86828 -1.41022 -4.26837 0.022
C 3.76790 -1.52759 3.07737 -0.973
Cl 0.69232 -0.50300 -1.53989 0.514
H -0.29522 0.92485 4.75965 0.035
Cl -0.99227 2.63413 -0.52643 0.502
H 4.40048 -1.93050 2.29717 0.025
H 4.30054 -0.84062 3.72161 0.028
Cl 1.68016 -1.56199 -5.00134 0.469
H 1.44035 0.91071 4.53438 -0.013
H -1.87417 1.93133 -2.64332 0.026
Cl 3.48000 -3.77067 -4.22387 0.496
H 0.09697 0.19142 0.60475 -0.057
C -0.03858 -0.73752 0.06331 -1.071
Cl 2.43690 -0.65260 2.29158 0.544
H 2.77788 -1.97640 -2.93352 -0.022
Cl 0.45863 2.11803 2.79498 0.502
Cl -5.01413 1.11494 -0.22772 0.514
C -1.90902 2.82929 -2.03602 -1.026
Cl -1.74185 -1.11410 -0.12002 0.533
C 3.05999 -2.06451 -3.97376 -1.008
H -4.15306 -0.55728 -1.68756 -0.007
H 0.37871 -1.57240 0.61150 -0.006
C 0.55222 1.52999 4.45798 -1.032
H -2.94078 3.02231 -1.76256 0.005


[2]
22
Properties=species:S:1:pos:R:3:lowdin_charge:R:1 method="wB97M-V/def2-TZVPD" max_force_ev_per_a=6.73 lumo_ev=0.60 spin_multiplicity=1 de_lowest_kcal_mol=45.8 e_tot_ha=-1629.505177
H 0.07911 -1.54915 -0.82673 0.009
H 1.31393 -1.29282 -2.13124 0.058
H 0.24796 0.70736 -1.94617 0.067
Cl -2.52080 1.46664 -1.51662 0.607
O -3.68785 -1.48498 -0.56450 -0.516
C 0.78283 0.43628 -1.09175 -0.235
H 0.20141 0.25577 0.77903 0.070
C -1.65067 -1.79237 1.22101 -0.247
H -2.36516 -1.54277 1.85151 -0.049
H -1.48915 -2.92556 1.15299 0.087
H 0.11719 3.12488 -0.21622 0.104
C 1.00175 -1.06570 -1.15151 -0.085
H 1.96508 -1.11870 -0.54802 0.109
H 0.94505 2.50805 1.18781 0.064
C -1.87770 0.53446 -0.15407 -1.188
H 1.58418 1.07909 -0.86337 0.093
H -0.67886 2.75782 1.22220 0.018
H -0.66386 -1.26315 1.29129 0.044
S -2.24922 -1.33955 -0.49665 0.801
C 0.07427 2.39220 0.62976 -0.089
C -0.14560 0.99597 0.08881 -0.342
Cl -2.66568 0.93294 1.41711 0.622


[3]
43
Properties=species:S:1:pos:R:3:lowdin_charge:R:1 method="wB97M-V/def2-TZVPD" max_force_ev_per_a=5.83 lumo_ev=-0.57 spin_multiplicity=1 de_lowest_kcal_mol=0.0 e_tot_ha=-5900.703144
F 1.34139 -2.37050 -0.67409 -0.275
S -1.59684 2.73920 0.46569 0.515
Mg -0.58554 -0.32629 0.22985 0.203
O -2.99079 2.94154 0.34089 -0.218
C 3.12727 1.29702 1.90112 -0.559
S -1.60912 1.59511 2.63952 0.472
Cl 1.84080 0.29376 1.13939 0.665
O -0.74449 3.83659 0.69429 -0.219
H 2.06377 1.69010 3.78242 0.069
F -2.49762 -2.05497 2.04838 -0.194
O -1.70365 -4.28945 1.76344 -0.202
H -2.84913 -3.29318 -2.39024 0.087
N -1.13518 1.23578 1.13812 -0.381
F -1.18509 2.29312 -1.01655 -0.265
Cl 4.33911 2.24213 4.10793 0.577
C -2.49625 -2.50851 -3.05406 -0.608
O -0.75785 2.46835 3.36510 -0.225
C 1.81052 2.35794 -3.21827 -0.606
C 1.91733 0.89565 -2.89603 -0.542
H 2.65434 2.60983 -3.85774 0.083
H 1.78855 0.33933 -3.82686 0.088
O -3.00672 1.61603 2.84212 -0.213
H 3.05053 0.31009 3.84163 0.078
O -0.61911 -2.66404 3.26871 -0.217
S -1.19801 -2.99509 2.02285 0.519
C 3.00607 1.30329 3.39638 -0.653
S 0.61843 -3.25419 0.47848 0.462
F -1.21994 0.15641 3.23065 -0.185
Cl -2.76435 -0.65532 -0.97490 0.725
Cl 0.64346 0.27773 -1.80080 0.642
O 1.63631 -3.29765 1.45882 -0.220
N -0.56993 -2.15169 0.70446 -0.358
H 0.86705 2.64167 -3.67296 0.078
H 3.01613 2.27885 1.45147 0.074
H -2.81634 -2.70029 -4.07665 0.076
Cl -0.72019 -2.55303 -3.17387 0.601
H 2.88283 0.56534 -2.52276 0.092
H -2.64719 -0.34199 -3.26081 0.079
Cl 1.94725 3.34238 -1.72887 0.587
H 4.04411 0.81664 1.57410 0.077
H -4.11557 -1.11481 -2.81838 0.089
C -3.03833 -1.16402 -2.66343 -0.569
O 0.27197 -4.40884 -0.25853 -0.228


[4]
27
Properties=species:S:1:pos:R:3:lowdin_charge:R:1 method="wB97M-V/def2-TZVPD" max_force_ev_per_a=7.64 lumo_ev=0.35 spin_multiplicity=1 de_lowest_kcal_mol=130.8 e_tot_ha=-3222.473112
Cl -14.91614 -3.66196 -14.33224 0.629
H -11.38433 -0.98863 -11.70229 0.109
H -16.30678 -7.84415 -12.51573 0.035
Cl -17.49008 -5.93830 -11.33616 0.507
H -17.05556 -2.76342 -11.14658 0.094
H -16.46536 -6.25639 -13.38455 -0.107
C -16.09059 -3.12052 -11.50633 -0.146
Cl -15.11994 -5.77698 -12.38453 0.570
O -13.34781 -3.18112 -11.91442 -0.125
O -13.43394 -0.86275 -11.89477 0.012
H -12.07915 -0.82081 -13.38499 0.081
H -12.03620 0.48044 -12.25065 0.100
Cl -12.57849 -5.82020 -10.77042 0.560
C -13.29494 -3.15638 -15.00221 -0.797
Cl -18.30466 -7.57174 -13.81061 0.471
H -15.86487 -3.87973 -10.75750 0.051
H -13.06276 -4.55498 -12.66775 -0.193
H -13.19188 -2.07169 -15.03274 0.031
H -16.27305 -3.60180 -12.46715 -0.025
H -13.37226 -3.43659 -16.05274 0.037
H -12.98463 -6.20315 -13.20595 0.031
C -13.30474 -5.57629 -12.37368 -0.967
C -12.18907 -0.59629 -12.32404 -0.104
Cl -12.04880 -3.86181 -13.96225 0.728
C -13.91269 -2.11571 -11.69108 -0.531
O -15.20809 -1.98427 -11.53382 0.023
C -16.95086 -6.99600 -12.74786 -1.074


[5]
25
Properties=species:S:1:pos:R:3:lowdin_charge:R:1 method="wB97M-V/def2-TZVPD" max_force_ev_per_a=3.33 lumo_ev=3.09 spin_multiplicity=1 charge=-1 e_tot_ha=-1106.440724
H -0.63416 2.50696 1.69846 0.017
H -1.21251 3.69920 0.74216 0.053
C -1.30345 -3.18109 -1.62049 0.047
O -0.85685 1.23190 -2.34865 -0.133
Cl -0.33931 -0.13895 2.50517 0.537
H 2.82002 0.65023 0.67210 0.101
C 1.31301 2.13332 0.18845 -0.166
H -0.49526 -2.68468 -1.09419 0.087
O -1.14716 0.04327 -0.54339 -0.098
N -1.32617 -4.61808 -1.22843 -0.455
H 1.47259 2.83618 1.05045 0.100
H 1.60420 1.35072 2.80519 0.066
H -1.14756 -3.13797 -2.69545 0.101
H 2.02402 -0.36073 2.58307 0.058
H 1.34419 -0.11471 0.04508 0.104
C -0.17393 2.31379 -0.28599 -0.311
C 1.34254 0.44496 2.21859 -0.589
N -1.12123 2.68293 0.81900 0.026
H -2.26132 -2.74864 -1.34495 0.104
O -0.49113 -4.99991 -0.43018 0.048
C 1.69754 0.70532 0.70866 -0.253
O -2.18483 -5.31740 -1.73740 0.033
H -0.17162 3.16841 -1.00527 0.123
C -0.75479 1.09357 -1.07476 -0.707
H 2.00316 2.44143 -0.62724 0.106


[6]
21
Properties=species:S:1:pos:R:3:lowdin_charge:R:1 method="wB97M-V/def2-TZVPD" max_force_ev_per_a=4.80 lumo_ev=0.79 spin_multiplicity=1 de_lowest_kcal_mol=45.6 e_tot_ha=-465.559378
N 0.13900 0.89966 0.41778 -0.113
H 2.88667 -0.78548 0.60710 0.075
H 2.49928 -0.08895 -1.69861 0.145
C -2.72203 -1.23361 0.40511 -0.143
H 0.77582 2.18260 -1.17838 0.108
H 0.20319 0.59581 -1.63937 0.137
H -2.72511 -2.25793 0.21244 0.055
H 2.97810 1.13227 -0.52221 0.126
F -1.52427 2.28664 -0.01990 -0.036
C 1.95967 -0.58991 0.23388 -0.175
C 0.89242 -0.07483 1.18882 -0.146
C -0.99868 1.38590 0.86423 -0.083
H 1.30096 0.38712 2.04388 0.112
H -2.68479 -0.81528 -1.47887 0.105
O -2.13658 -0.55136 -0.69293 -0.182
H 1.62521 -1.57124 -0.24653 0.140
H -2.00055 -0.87357 1.17816 0.066
C 0.77218 1.17728 -0.87699 -0.146
H -3.70655 -0.80595 0.45442 0.080
C 2.07782 0.50537 -0.78556 -0.212
H 0.38822 -0.90454 1.53352 0.088


[7]
21
Properties=species:S:1:pos:R:3:lowdin_charge:R:1 method="wB97M-V/def2-TZVPD" max_force_ev_per_a=4.30 lumo_ev=0.99 spin_multiplicity=1 smiles=CO[C@H](F)N1CCCC1 de_lowest_kcal_mol=10.6 e_tot_ha=-465.615104
C -1.83849 -0.37562 -0.50307 -0.187
H -0.62195 -1.59108 0.48883 0.063
C -1.43060 -1.00008 0.75686 -0.200
C 1.24011 0.71177 0.23147 -0.449
H 2.68065 0.22839 -1.62527 0.064
H 1.75964 1.44627 -0.36625 0.153
H 3.31435 -1.03126 -0.50284 0.106
C -0.84480 0.18580 1.57918 -0.099
N -0.12232 1.05100 0.53235 -0.071
C -1.04728 1.04843 -0.54453 -0.179
H -2.25258 -1.72402 1.24085 0.159
H 2.24948 -1.46900 -1.76456 0.102
H -1.73918 -0.90073 -1.47977 0.111
H -2.91832 -0.06745 -0.42616 0.106
H -0.25768 -0.09959 2.40885 0.097
C 2.48860 -0.63317 -1.10866 -0.089
O 1.33902 -0.49489 -0.38298 -0.077
H -0.60334 1.23973 -1.48396 0.089
F 1.97822 0.71046 1.37921 0.060
H -1.54003 0.82691 2.04816 0.097
H -1.83353 1.93812 -0.47771 0.144


[8]
29
Properties=species:S:1:pos:R:3:lowdin_charge:R:1 method="wB97M-V/def2-TZVPD" max_force_ev_per_a=6.83 lumo_ev=4.66 spin_multiplicity=1 charge=-2 de_lowest_kcal_mol=0.0 e_tot_ha=-1141.482468
O -0.24850 -1.51194 1.84272 -0.089
H 0.15414 -2.05132 2.52925 0.107
O -0.56801 3.88147 2.21482 -0.173
H -2.25061 -1.88041 2.22521 0.118
C 2.67497 1.00417 1.36579 -1.003
Hg 0.05666 0.48230 0.48456 1.256
O 2.29442 -0.19031 1.12778 -0.218
H 1.59394 -1.02637 -3.20034 0.107
O 1.96963 1.86845 0.72955 -0.182
H 1.99258 -1.31830 -1.10108 0.094
C -1.92117 -1.91902 0.14029 -0.245
O -0.53214 1.79867 2.68261 -0.218
O 1.09152 -1.00193 -1.21239 -0.114
C -1.02667 2.72102 1.89957 -0.974
O 3.33432 1.40102 2.37556 -0.135
O -1.36096 2.31099 0.73049 -0.239
O -0.09840 1.50519 -1.80133 -0.122
H -1.30335 -2.32051 -0.66395 0.112
H -2.92467 -2.34390 0.03160 0.110
C 0.90260 -0.50745 -2.52405 -0.260
C 1.00996 1.00922 -2.58702 -0.219
H -1.37373 -3.28725 1.70285 0.112
H 1.96780 1.32549 -2.16970 0.120
H 0.01897 -0.83144 -3.08464 0.109
H -2.86649 -0.22139 0.22114 0.106
C -1.44212 -2.20379 1.55926 -0.249
O -2.01308 -0.52744 -0.10012 -0.114
H 0.00409 2.46342 -1.80994 0.100
H 0.86429 1.37137 -3.60850 0.106


[9]
23
Properties=species:S:1:pos:R:3:lowdin_charge:R:1 method="wB97M-V/def2-TZVPD" max_force_ev_per_a=3.08 lumo_ev=-4.40 spin_multiplicity=1 charge=+1 de_lowest_kcal_mol=0.0 e_tot_ha=-1116.141571
H 0.88684 1.71181 1.52851 0.150
N 1.05886 0.80581 1.10018 0.227
O 1.62373 -1.58061 1.20305 0.092
H -1.15082 -0.51583 1.33491 0.062
S 1.56608 2.16370 -1.88496 0.794
H -0.12971 2.39642 -0.35386 0.048
H 1.15779 -4.03575 -0.12042 0.107
H 1.10848 3.24966 -2.47861 -0.122
H -0.35338 -3.13903 -0.07210 0.109
N 0.60650 -0.77163 -0.56862 0.146
H -2.59211 2.17039 1.18509 0.054
C 1.08286 -1.85029 0.12825 -0.432
I -3.14349 -0.18568 -0.93490 0.734
H -1.59701 1.62643 2.49744 0.100
C -1.82397 0.25302 0.88123 -0.552
C 0.60809 0.52493 -0.09876 -0.429
H 1.57292 -0.07444 1.55655 0.153
H 0.64352 -0.93679 -1.61178 0.201
H 0.82503 -3.12578 -1.53090 0.109
C 0.65369 -3.13959 -0.45085 0.053
H -0.83940 1.39829 -1.70252 0.069
C 0.09333 1.61447 -1.03557 -0.526
C -1.85786 1.44049 1.42864 -0.146


[10]
25
Properties=species:S:1:pos:R:3:lowdin_charge:R:1 method="wB97M-V/def2-TZVPD" max_force_ev_per_a=2.83 lumo_ev=-4.90 spin_multiplicity=1 charge=+1 e_tot_ha=-902.462719
H 0.40040 2.05763 0.38367 0.182
H 1.86720 -0.09915 -2.15362 0.137
C 3.39944 1.01845 0.51613 0.060
N -3.41994 0.32466 1.59392 -0.443
N 0.98312 1.42223 -0.17711 0.127
H -3.84229 -1.57631 0.83648 0.105
H 3.61655 -2.18663 -0.75677 0.081
H -5.15938 -0.81628 1.79348 0.109
H 4.39822 0.84211 0.01877 0.095
I -1.70364 0.94411 -2.62056 0.918
C -4.38862 -0.65766 1.04175 0.054
H -1.42794 1.01037 -0.10349 0.001
H -4.81723 -0.25089 0.12937 0.098
H 2.60322 -2.11809 0.87412 0.080
C 1.40393 -1.74614 -0.93138 -0.140
O -2.85173 0.01931 2.61797 0.090
C 2.43188 1.65560 -0.24800 -0.137
H 0.63690 -2.58112 -0.96016 0.130
N 1.07232 -0.50644 -1.65271 0.011
C 2.61866 -2.02330 -0.25185 0.011
O -3.26259 1.37016 0.97982 0.011
H 3.30830 0.71217 1.59024 0.092
N -1.04640 0.28739 -0.73860 -0.337
H 2.78272 2.46190 -0.95886 0.136
C 0.39690 0.43590 -0.82261 -0.473


[11]
21
Properties=species:S:1:pos:R:3:lowdin_charge:R:1 method="wB97M-V/def2-TZVPD" max_force_ev_per_a=3.72 lumo_ev=-17.29 spin_multiplicity=1 charge=+3 de_lowest_kcal_mol=11.8 e_tot_ha=-575.058873
H 1.38474 3.23697 -2.99170 0.135
C -0.41705 5.23686 -1.93383 0.093
H 0.56895 -5.98050 1.99212 0.144
C 1.85429 4.20086 -2.79534 0.116
H 1.63293 4.64865 -3.76415 0.128
C -1.68084 -4.28383 0.99057 0.123
C 0.95839 4.60915 -1.62270 -0.281
H -1.14497 4.44232 -2.09792 0.128
O 1.21263 4.22960 -0.51034 0.291
H -2.48866 -4.90929 1.37047 0.135
H -1.97884 -3.26600 0.73894 0.110
In 1.39593 1.17599 2.81767 0.995
O -0.20118 -3.17049 2.54050 0.299
H -0.98089 -6.22008 2.97939 0.137
H -0.50453 5.85255 -2.82903 0.128
H -0.91639 5.63490 -1.05047 0.121
C -0.16625 -5.56116 2.67894 0.094
H 2.87019 4.29351 -2.41135 0.132
H 0.30902 -5.27774 3.61803 0.120
H -1.08668 -4.65158 0.15401 0.136
C -0.62078 -4.24070 2.12618 -0.285


[12]
21
Properties=species:S:1:pos:R:3:lowdin_charge:R:1 method="wB97M-V/def2-TZVPD" max_force_ev_per_a=3.69 lumo_ev=-18.44 spin_multiplicity=1 charge=+3 de_lowest_kcal_mol=28.9 e_tot_ha=-575.031622
C -0.08807 -2.74805 -3.93598 0.106
H -0.48721 0.07084 2.74047 0.113
H -0.96045 -3.26736 -3.53928 0.144
H -0.33561 -2.12347 -4.79431 0.136
H 2.57968 -2.81668 -3.12737 0.142
H -1.26961 4.35467 2.69356 0.117
C -0.64991 0.94251 3.37437 0.101
H 0.58943 -3.52548 -4.28908 0.126
In -0.04075 1.98613 -1.47342 1.301
C 1.92544 -2.42883 -2.34658 0.087
C -0.65526 2.28087 2.63566 -0.248
H -1.60898 0.81457 3.87628 0.135
C -1.15108 3.52644 3.39219 0.111
O -0.33956 2.34943 1.44928 0.109
H -0.47822 3.84022 4.19025 0.144
H 0.14308 1.00637 4.11948 0.144
H -2.14726 3.36688 3.80484 0.138
H 2.40745 -1.70170 -1.69309 0.112
O 0.21874 -0.78212 -2.52861 0.091
C 0.62266 -1.90327 -2.89983 -0.254
H 1.72549 -3.24201 -1.64882 0.145


Going through the records in order, we get gap between HOMO and LUMO values of 11.144, 10.033, 10.491, 9.872, 6.999, 9.352, 9.971, 3.451, 8.418, 6.918, 1.560, 2.438 eV.